10
Properties=species:S:1:pos:R:3:nbo_charge:R:1 method="wB97M-V/def2-TZVPD" de_lowest_ev=1.494 orbital_gap_ev=9.51 spin_multiplicity=1 charge=0 smiles=Nc1cnco1 lumo_ev=0.84
N 1.8185 0.0082 -0.1480 -0.825
C 0.4601 0.2514 -0.1808 0.384
C -0.4173 1.1371 0.3499 -0.156
N -1.6338 0.4904 0.5367 -0.473
C -1.5368 -0.6480 -0.0532 0.332
O -0.3465 -0.9254 -0.5928 -0.461
H 2.0079 -0.7803 -0.7538 0.387
H 2.1905 -0.1644 0.7863 0.389
H -0.3983 2.2161 0.5006 0.230
H -2.3594 -1.3512 -0.0990 0.191

***

10
Properties=species:S:1:pos:R:3:nbo_charge:R:1 method="wB97M-V/def2-TZVPD" de_lowest_ev=2.719 orbital_gap_ev=9.73 spin_multiplicity=1 charge=0 smiles=Nc1ccno1 lumo_ev=0.83
N -0.9977 -0.8911 -1.2989 -0.812
C -0.5355 -0.1518 -0.2242 0.497
C 0.0239 -0.3781 1.0011 -0.438
C 0.9026 0.7446 1.0828 -0.021
N 0.6767 1.6680 0.1930 -0.139
O -0.3173 1.1351 -0.6035 -0.331
H -0.9900 -0.2117 -2.0541 0.390
H -0.3604 -1.6434 -1.5548 0.391
H -0.1881 -1.0883 1.7934 0.248
H 1.8397 0.7758 1.6142 0.214

***

10
Properties=species:S:1:pos:R:3:nbo_charge:R:1 method="wB97M-V/def2-TZVPD" de_lowest_ev=5.322 orbital_gap_ev=10.00 spin_multiplicity=1 charge=0 smiles=On1cccn1 lumo_ev=0.97
C 0.1839 -1.0551 0.4997 -0.156
C -0.5281 -0.3066 1.4978 -0.310
C -0.5778 0.9717 1.0322 -0.113
H 0.5201 0.7511 -2.1129 0.495
H 0.9087 -2.0888 0.6612 0.242
H -0.8999 -0.5381 2.4495 0.226
H -1.3451 1.8260 1.3531 0.227
N 0.2746 -0.1795 -0.5930 0.168
N -0.1280 0.8691 -0.2020 -0.290
O 0.6653 -0.3047 -1.8704 -0.489

***

10
Properties=species:S:1:pos:R:3:nbo_charge:R:1 method="wB97M-V/def2-TZVPD" de_lowest_ev=4.920 orbital_gap_ev=10.29 spin_multiplicity=1 charge=0 smiles="C#CC(=O)NN" lumo_ev=0.66
C -0.2698 0.6056 -0.0573 0.577
C -1.7000 0.2843 -0.2098 -0.123
C -2.8782 -0.0914 0.0835 -0.182
H 2.6174 0.0407 -0.7967 0.342
H 2.7462 -0.5191 0.8074 0.354
H 0.5372 -1.2890 -0.2995 0.349
H -3.9253 -0.5707 0.4173 0.283
N 2.0368 0.0600 0.0986 -0.617
N 0.8033 -0.2873 -0.0805 -0.438
O 0.0323 1.7670 0.0371 -0.546

***

10
Properties=species:S:1:pos:R:3:nbo_charge:R:1 method="wB97M-V/def2-TZVPD" de_lowest_ev=1.954 orbital_gap_ev=10.33 spin_multiplicity=1 charge=0 smiles=Nc1ccno1 lumo_ev=0.89
N 1.8078 -0.0240 -0.2951 -0.849
C 0.4553 -0.1961 -0.0191 0.452
C -0.5828 0.4629 -0.5869 -0.387
C -1.6966 0.0798 0.1964 -0.034
N -1.3695 -0.7908 1.1175 -0.123
O -0.0028 -0.9708 0.9939 -0.294
H 2.4095 -0.8327 -0.2774 0.390
H 2.2146 0.7561 0.2059 0.390
H -0.5173 1.0806 -1.4660 0.239
H -2.7182 0.4349 0.1307 0.217

***

10
Properties=species:S:1:pos:R:3:nbo_charge:R:1 method="wB97M-V/def2-TZVPD" de_lowest_ev=4.435 orbital_gap_ev=7.30 spin_multiplicity=1 charge=0 lumo_ev=-0.23
N 1.5763 0.2171 0.1442 -0.681
C 0.1214 0.1328 0.1258 0.108
C -0.7070 1.0503 0.6572 -0.247
N -1.9850 0.4587 0.2799 -0.490
C -1.7464 -0.6197 -0.3752 0.304
O -0.4270 -0.9393 -0.5437 -0.476
H 2.0477 -0.5213 0.6788 0.417
H 2.0048 0.2666 -0.7873 0.419
H 1.7048 1.1193 0.6259 0.464
H -2.4487 -1.3159 -0.8162 0.182

***

10
Properties=species:S:1:pos:R:3:nbo_charge:R:1 method="wB97M-V/def2-TZVPD" de_lowest_ev=2.355 orbital_gap_ev=9.28 spin_multiplicity=1 charge=0 smiles=Oc1cnc[nH]1 lumo_ev=0.46
O -1.5967 -1.0639 -0.3697 -0.699
C -0.6140 -0.0943 -0.1342 0.346
C -0.3568 1.2449 -0.1344 -0.160
N 0.9978 1.3908 0.0648 -0.435
C 1.5130 0.1823 0.1518 0.156
N 0.5261 -0.7879 0.0384 -0.598
H -2.0418 -1.2968 0.4562 0.491
H -1.0216 2.0849 -0.2588 0.217
H 2.5709 0.0155 0.3097 0.205
H -0.0563 -1.7029 -0.1215 0.476

***

10
Properties=species:S:1:pos:R:3:nbo_charge:R:1 method="wB97M-V/def2-TZVPD" de_lowest_ev=3.760 orbital_gap_ev=9.18 spin_multiplicity=1 charge=0 smiles=Oc1cn[nH]c1 lumo_ev=0.54
O -0.2867 1.3338 1.3096 -0.690
C -0.4837 -0.0224 0.8728 0.042
C 0.7983 -0.3967 0.5281 0.023
N 0.8018 -0.6685 -0.7769 -0.361
N -0.4526 -0.6184 -1.3172 -0.275
C -1.2444 -0.2751 -0.3207 -0.052
H -0.0809 1.7211 0.4352 0.461
H 1.6626 -0.2862 1.1652 0.223
H 1.5982 -0.5689 -1.3854 0.412
H -2.3125 -0.2186 -0.5107 0.216

***

10
Properties=species:S:1:pos:R:3:nbo_charge:R:1 method="wB97M-V/def2-TZVPD" de_lowest_ev=4.901 orbital_gap_ev=9.74 spin_multiplicity=1 charge=0 lumo_ev=0.66
C 3.0955 -0.0254 -0.5123 0.075
C -0.2701 1.1548 0.6202 0.281
C -0.9213 -0.1801 0.5070 0.047
N 3.4377 -0.3799 0.5134 -0.305
N -2.3125 -0.1293 0.3429 -0.824
O -0.1637 0.5639 -0.4993 -0.442
H 2.9331 0.2439 -1.5180 0.229
H -0.5096 -1.0471 0.7877 0.190
H -2.7043 0.7180 -0.0214 0.382
H -2.5848 -0.9187 -0.2202 0.367

***

10
Properties=species:S:1:pos:R:3:nbo_charge:R:1 method="wB97M-V/def2-TZVPD" de_lowest_ev=5.021 orbital_gap_ev=9.14 spin_multiplicity=1 charge=0 lumo_ev=-0.30
N 1.1178 0.5932 0.2306 -0.671
C 1.3530 -0.6385 0.1528 0.405
O 0.3749 -1.5308 -0.2739 -0.506
C -0.5472 -1.2311 -1.1760 0.180
C -2.0474 1.0315 0.5341 0.045
N -3.1880 0.9120 0.6647 -0.311
H 1.9282 1.1114 0.5618 0.376
H 2.2619 -1.1728 0.4216 0.177
H -0.2756 -0.2035 -1.5312 0.059
H -0.9775 1.1287 0.4157 0.246

***

no.,maximum force (eV/A)
1,2.1
2,0.9
3,10.7
4,7.6
5,0.5
6,0.6
7,3.5
8,1.8
9,4.7
10,1.1